C12H5F5N3O5S2SeTi | ωB97M-V with the def2-TZVPD basis set

As for the expectation value of S²: 0.7524. The energy above the lowest of the compared OMol25 structures with the same formula, charge and spin comes out at 8.5 kcal per mole. The charge is -2. As for the spin multiplicity: 2.

The geometry in XYZ format:
```
34
Properties=species:S:1:pos:R:3:nbo_charge:R:1
O 0.301 0.687 -2.424 -1.0337
H 2.175 -6.482 0.157 0.1668
N 1.146 -2.862 0.498 -0.5223
O 0.374 1.570 -0.130 -1.0488
C 1.492 -2.766 2.886 -0.6470
H 1.997 -3.324 3.674 0.1988
C -1.733 -1.034 1.088 0.2592
C 1.227 -3.496 -0.695 0.2803
C -3.660 -1.694 2.430 0.2464
C -3.021 -1.578 1.210 0.3052
S 4.870 -0.910 1.399 -0.3505
F -4.896 -2.224 2.496 -0.3128
F -1.161 -0.320 4.636 -0.3062
N 1.571 -4.793 -0.833 -0.5011
C 1.523 -3.516 1.588 0.2887
H 1.969 -1.795 2.766 0.2578
O -1.484 2.674 -1.815 -1.0514
N 2.543 -0.383 -0.066 -0.6369
H 0.455 -2.600 3.188 0.2188
C -1.773 -0.726 3.512 0.2649
C 3.517 -0.590 0.542 0.2226
F 0.091 -0.088 2.257 -0.2825
C -3.043 -1.269 3.590 0.2145
H 2.234 -5.391 2.408 0.2022
O -1.145 -0.944 -0.061 -0.7240
O 1.142 3.284 -2.130 -1.0470
C 1.923 -4.848 1.527 -0.3775
S 0.884 -2.550 -2.095 -0.2479
F -3.661 -2.008 0.114 -0.3081
Se 0.050 2.197 -1.657 2.7346
C -1.138 -0.608 2.290 0.2635
C 1.901 -5.435 0.275 0.0829
Ti 0.572 -0.407 -0.795 1.5055
F -3.667 -1.387 4.782 -0.3151
```

C9H13BClF2NO11PSi | ωB97M-V with the def2-TZVPD basis set

The total energy is -2548.4676 Ha. The charge is -3.

The geometry in XYZ format:
```
40
Properties=species:S:1:pos:R:3:nbo_charge:R:1
O 4.948 2.656 0.612 -1.0663
C 0.575 -0.056 -4.058 0.8100
H 0.083 -2.981 -1.106 0.2497
O 2.766 1.867 1.571 -1.1322
C 0.548 -2.893 -0.033 -1.1348
H -1.162 2.387 0.030 0.2961
N 0.616 -0.574 -2.602 -0.6203
H 0.523 -0.001 2.943 0.2302
P 3.926 2.862 1.742 2.4699
H -2.928 1.646 3.163 0.5046
H -4.721 1.175 0.283 0.4817
O 1.380 0.924 -4.509 -0.6220
O -3.884 1.707 0.141 -0.9403
H -2.082 -3.130 1.251 0.2174
O 4.607 2.627 3.100 -1.1598
C 0.170 0.472 -1.626 0.4669
O -2.050 -0.402 -1.060 -0.5785
F 2.209 -2.557 -2.693 -0.4235
O 3.142 -0.406 -2.228 -0.5512
O 3.381 4.299 1.684 -1.1683
H 1.370 -1.708 2.788 0.2092
C 1.008 -0.763 2.169 -1.1369
O -0.955 1.090 -2.417 -0.5701
C -1.729 -2.169 1.866 -1.1374
O -3.331 0.416 -3.135 -0.6100
O -3.283 0.973 2.482 -0.9864
C -0.814 0.052 -0.339 -0.1729
C -2.278 0.388 -2.315 1.0224
H -0.589 1.439 1.556 0.2900
H -1.301 -2.616 2.887 0.2366
Cl 1.220 2.034 -1.413 0.0756
B -2.825 1.305 1.119 1.1943
H 1.919 -0.212 1.686 0.3502
F -0.371 -0.713 -5.033 -0.4040
C -1.271 1.334 0.582 -0.8740
Si -0.315 -1.360 0.844 1.6620
C 2.015 -1.075 -2.453 0.7971
H 1.701 -2.648 -0.129 0.2677
H -2.684 -1.526 2.034 0.2408
H 0.465 -3.862 0.616 0.2162
```

C5H12N2O | ωB97M-V with the def2-TZVPD basis set

The energy above the lowest of the compared OMol25 structures with the same formula, charge and spin comes out at 120.0 kcal per mole.

The geometry in XYZ format:
```
20
Properties=species:S:1:pos:R:3:nbo_charge:R:1
C -0.413 0.385 0.243 0.0075
H -1.525 2.097 0.571 0.3706
C -1.448 -0.489 0.994 -0.5346
H -1.646 -0.437 -2.153 0.1136
H -2.376 -0.026 1.304 0.2351
H 1.542 0.819 -1.541 0.2099
N 1.483 -0.865 1.389 -0.8241
C 1.105 0.210 0.494 -0.0462
H 1.096 -0.732 2.315 0.3597
H -1.819 0.393 -2.048 -0.0900
C -1.156 -0.687 -0.447 0.5860
H -1.095 -1.240 1.688 0.2359
H -0.938 1.994 -0.933 0.3732
O -1.043 -1.746 -1.104 -0.5681
H 1.444 1.140 0.968 0.2123
N -0.727 1.776 0.035 -0.8244
H 1.575 -0.923 -1.281 0.2152
H 2.907 0.060 -0.672 0.2217
C 1.832 0.039 -0.840 -0.6119
H 1.204 -1.766 1.017 0.3586
```